{
  "formula": "C5H12N2O",
  "method": "the ωB97M-V functional and the def2-TZVPD basis",
  "symbols": ["C", "C", "C", "O", "H", "H", "H", "H", "H", "H", "C", "C", "N", "N", "H", "H", "H", "H", "H", "H"],
  "coordinates": [[-2.053, 0.006, -0.303], [-1.766, -1.453, -0.640], [-0.871, 0.953, -0.191], [-0.960, 2.084, 0.250], [0.357, -0.146, 1.309], [-2.565, 0.076, 0.660], [-2.726, 0.443, -1.050], [-1.081, -1.894, 0.082], [-2.695, -2.023, -0.629], [-1.306, -1.568, -1.621], [2.157, 1.052, 1.053], [1.368, -0.169, 0.678], [0.280, 0.617, -1.007], [1.852, -1.224, 0.134], [0.829, 1.405, -1.326], [0.286, -0.200, -1.600], [1.873, -2.028, 0.759], [2.641, 0.919, 2.021], [1.474, 1.898, 1.134], [2.906, 1.251, 0.286]],
  "fmax_ev_per_a": 3.50,
  "orbital_gap_ha": 0.3251,
  "smiles": "[H]/N=C/C.CCC(N)=O",
  "e_tot_ev": -10405.22939
}

---

{
  "formula": "C30H74N8O23",
  "method": "the ωB97M-V functional and the def2-TZVPD basis",
  "symbols": ["C", "O", "C", "C", "O", "C", "C", "O", "C", "H", "H", "H", "H", "H", "H", "H", "H", "H", "H", "H", "H", "H", "H", "C", "O", "C", "C", "O", "C", "C", "O", "C", "H", "H", "H", "H", "H", "H", "H", "H", "H", "H", "H", "H", "H", "H", "C", "O", "C", "C", "O", "C", "C", "O", "C", "H", "H", "H", "H", "H", "H", "H", "H", "H", "H", "H", "H", "H", "H", "C", "N", "O", "O", "H", "H", "H", "C", "N", "O", "O", "H", "H", "H", "C", "N", "O", "O", "H", "H", "H", "C", "N", "O", "O", "H", "H", "H", "C", "N", "O", "O", "H", "H", "H", "C", "N", "O", "O", "H", "H", "H", "C", "C", "O", "N", "C", "H", "H", "H", "H", "H", "H", "H", "C", "C", "O", "N", "C", "H", "H", "H", "H", "H", "H", "H"],
  "coordinates": [[14.442, 14.061, 11.417], [15.318, 13.633, 12.422], [14.902, 13.775, 13.760], [14.631, 15.191, 14.312], [14.565, 15.054, 15.694], [14.337, 16.241, 16.451], [14.407, 15.997, 17.910], [13.451, 14.965, 18.165], [13.239, 14.865, 19.592], [13.464, 13.585, 11.344], [14.924, 14.071, 10.439], [14.372, 15.126, 11.635], [15.584, 13.192, 14.380], [13.934, 13.281, 13.839], [13.709, 15.639, 13.938], [15.440, 15.846, 13.987], [13.310, 16.538, 16.238], [15.120, 16.990, 16.335], [14.115, 16.902, 18.444], [15.384, 15.648, 18.245], [12.521, 14.067, 19.780], [12.875, 15.785, 20.051], [14.140, 14.570, 20.129], [10.265, 15.532, 21.537], [9.689, 16.811, 21.722], [8.507, 17.027, 20.943], [7.932, 18.416, 21.315], [8.814, 19.452, 20.925], [8.330, 20.716, 21.334], [9.143, 21.862, 20.617], [8.708, 23.124, 21.109], [9.435, 23.624, 22.267], [10.500, 15.410, 20.479], [9.544, 14.755, 21.792], [11.118, 15.433, 22.208], [7.810, 16.254, 21.267], [8.713, 16.986, 19.874], [7.707, 18.438, 22.382], [6.967, 18.465, 20.811], [8.436, 20.853, 22.410], [7.272, 20.852, 21.107], [8.925, 21.775, 19.553], [10.225, 21.736, 20.661], [9.158, 23.131, 23.199], [9.307, 24.699, 22.400], [10.486, 23.387, 22.103], [16.756, 11.294, 25.380], [17.644, 11.046, 26.456], [17.223, 10.221, 27.526], [18.228, 10.269, 28.672], [18.417, 11.578, 29.033], [19.495, 11.701, 29.975], [19.667, 13.217, 30.384], [20.244, 13.971, 29.336], [20.321, 15.393, 29.599], [15.960, 11.983, 25.661], [16.235, 10.390, 25.064], [17.382, 11.730, 24.601], [16.960, 9.217, 27.194], [16.309, 10.673, 27.911], [19.077, 9.734, 28.246], [17.902, 9.726, 29.559], [20.484, 11.377, 29.651], [19.152, 11.242, 30.902], [20.198, 13.408, 31.317], [18.654, 13.562, 30.592], [20.900, 15.680, 30.477], [19.341, 15.867, 29.544], [20.893, 15.827, 28.780], [18.046, 14.731, 18.968], [17.058, 13.723, 19.418], [16.488, 13.898, 20.509], [16.845, 12.773, 18.687], [17.769, 15.091, 17.978], [19.048, 14.308, 19.040], [17.941, 15.580, 19.645], [12.746, 10.452, 24.494], [12.896, 9.119, 23.831], [12.688, 9.005, 22.609], [13.306, 8.233, 24.533], [12.372, 10.144, 25.470], [11.972, 10.930, 23.893], [13.768, 10.833, 24.497], [14.078, 15.221, 23.307], [13.831, 13.819, 23.809], [13.566, 12.960, 22.954], [13.590, 13.698, 25.026], [13.069, 15.574, 23.091], [14.754, 15.258, 22.452], [14.414, 15.763, 24.192], [15.912, 10.662, 21.581], [15.759, 9.997, 20.245], [16.514, 9.048, 20.011], [14.842, 10.295, 19.525], [15.797, 11.746, 21.610], [16.834, 10.399, 22.099], [15.023, 10.278, 22.082], [17.677, 13.780, 27.307], [17.707, 15.003, 26.409], [16.697, 15.139, 25.727], [18.633, 15.766, 26.463], [18.385, 13.050, 26.916], [16.716, 13.269, 27.362], [17.907, 14.104, 28.322], [18.261, 16.806, 23.304], [16.879, 17.296, 22.910], [16.458, 17.037, 21.861], [16.350, 18.048, 23.703], [18.105, 15.887, 23.870], [18.922, 17.505, 23.816], [18.791, 16.567, 22.382], [13.746, 15.265, 28.158], [12.390, 15.976, 28.403], [11.619, 15.476, 29.238], [12.178, 17.102, 27.700], [10.997, 17.914, 27.831], [14.360, 15.345, 29.056], [14.202, 15.583, 27.220], [13.541, 14.200, 28.051], [12.870, 17.342, 27.005], [11.224, 18.791, 28.438], [10.172, 17.459, 28.379], [10.580, 18.169, 26.858], [11.391, 19.103, 18.578], [12.521, 19.026, 19.590], [13.659, 19.247, 19.231], [12.076, 18.611, 20.778], [12.929, 18.529, 21.969], [11.720, 18.467, 17.756], [11.333, 20.117, 18.183], [10.370, 18.778, 18.781], [11.095, 18.371, 20.786], [12.779, 19.534, 22.362], [14.002, 18.422, 21.805], [12.517, 17.853, 22.718]],
  "fmax_ev_per_a": 5.13,
  "orbital_gap_ha": 0.3236,
  "smiles": "C[N+](=O)[O-].C[N+](=O)[O-].C[N+](=O)[O-].C[N+](=O)[O-].C[N+](=O)[O-].C[N+](=O)[O-].COCCOCCOC.COCCOCCOC.COCCOCCOC.CNC(C)=O.CNC(C)=O",
  "e_tot_ev": -91300.04928
}

---

{
  "formula": "C2H2ClF3",
  "method": "the ωB97M-V functional and the def2-TZVPD basis",
  "symbols": ["C", "C", "H", "H", "F", "F", "F", "Cl"],
  "coordinates": [[-0.375, -0.460, 0.286], [-0.157, 0.217, -1.019], [-1.334, -0.843, 0.398], [-0.956, 0.924, -1.226], [0.579, -1.335, 0.553], [0.988, 0.856, -0.987], [0.000, -0.746, -1.911], [-0.507, 0.730, 1.549]],
  "fmax_ev_per_a": 2.39,
  "orbital_gap_ha": 0.4511,
  "smiles": "FC(F)[C@@H](F)Cl",
  "e_tot_ev": -22780.86544
}

---

{
  "formula": "C6H12",
  "method": "the ωB97M-V functional and the def2-TZVPD basis",
  "symbols": ["C", "C", "C", "C", "C", "C", "H", "H", "H", "H", "H", "H", "H", "H", "H", "H", "H", "H"],
  "coordinates": [[1.692, -0.296, 0.986], [0.910, 0.191, -0.237], [-0.126, 1.273, 0.145], [-1.431, 0.499, 0.361], [-1.409, -0.531, -0.773], [0.073, -0.951, -0.882], [1.009, -0.626, 1.781], [2.328, 0.496, 1.397], [2.338, -1.145, 0.730], [1.630, 0.591, -0.963], [-0.258, 1.983, -0.681], [0.185, 1.851, 1.023], [-1.411, -0.012, 1.333], [-2.322, 1.137, 0.345], [-2.076, -1.381, -0.594], [-1.739, -0.055, -1.706], [0.245, -1.890, -0.340], [0.361, -1.136, -1.923]],
  "fmax_ev_per_a": 0.19,
  "orbital_gap_ha": 0.4495,
  "smiles": "CC1CCCC1",
  "e_tot_ev": -6416.83341
}

---

{
  "formula": "C5H14N2",
  "method": "the ωB97M-V functional and the def2-TZVPD basis",
  "symbols": ["N", "C", "C", "N", "C", "C", "C", "H", "H", "H", "H", "H", "H", "H", "H", "H", "H", "H", "H", "H", "H"],
  "coordinates": [[1.022, -2.661, 1.194], [1.288, -1.215, 1.211], [0.048, -0.340, 0.931], [-0.626, -0.663, -0.321], [-1.332, 0.501, -0.908], [-0.355, 1.526, -1.519], [-0.202, 2.761, -0.654], [0.970, -3.015, 0.249], [1.772, -3.113, 1.709], [2.024, -0.978, 0.442], [1.742, -0.963, 2.159], [0.478, 0.685, 0.835], [-0.633, -0.490, 1.774], [-1.210, -1.479, -0.261], [-2.014, 0.088, -1.643], [-1.925, 1.188, -0.188], [0.617, 1.038, -1.543], [-0.633, 1.863, -2.515], [0.739, 3.317, -0.739], [-0.850, 3.629, -0.905], [-0.443, 2.630, 0.420]],
  "fmax_ev_per_a": 2.44,
  "orbital_gap_ha": 0.3596,
  "smiles": "CCCNCCN",
  "e_tot_ev": -8391.41669
}

---

{
  "formula": "C24H30BrIN9RuS",
  "method": "the ωB97M-V functional and the def2-TZVPD basis",
  "symbols": ["Ru", "C", "C", "N", "C", "S", "N", "N", "C", "C", "C", "C", "C", "C", "C", "N", "H", "H", "H", "H", "H", "H", "H", "H", "H", "H", "H", "H", "H", "I", "C", "C", "N", "N", "C", "H", "H", "H", "N", "C", "N", "C", "C", "C", "C", "C", "H", "H", "H", "H", "H", "H", "H", "H", "H", "H", "Br", "C", "C", "C", "C", "N", "C", "H", "H", "H", "H"],
  "coordinates": [[-0.296, -1.023, -0.357], [-2.238, 2.969, 2.813], [-3.445, 2.071, 2.537], [-3.136, 0.657, 2.703], [-2.512, -0.109, 1.828], [-2.108, 0.501, 0.242], [-2.297, -1.381, 2.213], [-1.607, -2.122, 1.396], [-1.556, -3.415, 1.565], [-2.299, -4.152, 2.623], [-0.731, -4.119, 0.581], [-0.562, -5.500, 0.604], [0.146, -6.113, -0.417], [0.666, -5.332, -1.434], [0.483, -3.955, -1.375], [-0.187, -3.364, -0.396], [-2.559, 4.009, 2.804], [-1.473, 2.840, 2.049], [-1.807, 2.749, 3.790], [-3.807, 2.232, 1.522], [-4.251, 2.303, 3.230], [-3.381, 0.219, 3.585], [-2.856, -3.463, 3.250], [-1.598, -4.715, 3.243], [-2.994, -4.867, 2.180], [-0.986, -6.084, 1.409], [0.278, -7.186, -0.421], [1.205, -5.773, -2.261], [0.883, -3.308, -2.146], [-4.069, -3.115, -5.070], [-2.479, -2.155, -4.145], [-1.347, -1.649, -4.744], [-0.593, -1.128, -3.757], [-1.173, -1.255, -2.560], [-2.319, -1.886, -2.777], [-1.051, -1.625, -5.779], [0.296, -0.664, -3.830], [-2.993, -2.108, -1.965], [1.243, 0.121, -1.615], [1.662, 1.182, -1.862], [2.139, 2.352, -2.127], [3.566, 2.691, -1.895], [3.798, 4.155, -2.240], [2.864, 5.085, -1.454], [1.404, 4.575, -1.450], [1.213, 3.456, -2.464], [4.193, 2.047, -2.512], [3.815, 2.507, -0.847], [3.661, 4.300, -3.312], [4.838, 4.391, -2.023], [2.914, 6.079, -1.896], [3.223, 5.174, -0.428], [0.704, 5.378, -1.685], [1.139, 4.196, -0.459], [1.437, 3.807, -3.471], [0.194, 3.072, -2.455], [2.484, 3.491, 2.461], [1.871, 1.714, 2.638], [1.793, 1.089, 3.871], [1.366, -0.229, 3.898], [1.027, -0.858, 2.712], [1.074, -0.241, 1.527], [1.497, 1.021, 1.499], [2.062, 1.610, 4.780], [1.308, -0.770, 4.832], [0.728, -1.897, 2.705], [1.540, 1.515, 0.541]],
  "fmax_ev_per_a": 2.86,
  "orbital_gap_ha": [0.2631, 0.1748],
  "total_charge": 2,
  "multiplicity": 6,
  "e_tot_ev": -130330.59078
}

---

Question: Number 6 is which compound?
Answer: C24H30BrIN9RuS